A gas-phase ion, C7H15N2S (charge +1). Source: the OMol25 dataset; level of theory: ωB97M-V with the def2-TZVPD basis set.

```
25
Properties=species:S:1:pos:R:3:lowdin_charge:R:1
C 2.404 -2.316 0.708 -0.08
C -1.330 -0.221 1.344 -0.29
C -1.081 -1.610 1.973 -0.39
C 0.106 -0.120 -2.523 -0.12
C -0.242 2.532 0.318 -0.01
C -0.178 1.219 -1.890 -0.20
C -0.031 1.160 -0.310 -0.41
N -0.749 0.014 0.118 0.22
N 1.306 -1.836 1.090 -0.39
S 0.633 -1.657 2.611 0.94
H 3.220 -2.779 1.423 0.13
H 2.636 -2.278 -0.358 0.08
H -2.380 -0.116 1.290 0.16
H -1.061 0.619 2.079 0.14
H -1.825 -1.659 2.767 0.09
H -1.164 -2.337 1.053 0.14
H 0.214 -0.067 -3.582 0.06
H 1.046 -0.780 -2.169 0.12
H -0.662 -0.842 -2.372 0.05
H 0.620 3.189 0.091 0.10
H -1.040 2.756 -0.451 0.10
H -0.598 2.606 1.373 0.09
H 0.434 2.158 -2.261 0.16
H -1.283 1.474 -2.084 0.14
H 1.005 0.892 -0.237 0.17
```

As for the relative energy (zero: lowest compared OMol25 entry of this formula, charge and spin): 6.631 eV. As for the orbital gap (spin up / spin down): 5.65 / 5.88 eV. The total charge is +1.



A gas-phase ion, C10H14IN2 (charge +1). Source: the OMol25 dataset; level of theory: ωB97M-V with the def2-TZVPD basis set.

```
27
Properties=species:S:1:pos:R:3:lowdin_charge:R:1
C 1.641 -2.674 -0.577 -0.03
C 1.132 -2.821 0.709 0.02
C 1.132 -1.693 -1.403 0.02
C 0.117 -2.000 1.138 0.01
C 0.094 -0.851 -1.009 -0.13
C -0.444 -1.020 0.287 -0.18
C -0.276 0.281 -1.908 -0.13
C 0.264 1.618 -1.346 -0.18
C -1.541 -0.278 0.842 -0.77
C 0.355 2.549 0.928 -0.11
N -1.556 0.043 2.119 0.07
N -0.449 2.007 -0.147 -0.15
I -3.351 0.064 -0.160 1.04
H 2.431 -3.322 -0.922 0.12
H 1.522 -3.580 1.368 0.14
H 1.546 -1.566 -2.393 0.13
H -0.305 -2.159 2.120 0.12
H 0.178 0.122 -2.885 0.12
H -1.351 0.370 -2.049 0.05
H 1.324 1.497 -1.109 0.13
H 0.175 2.374 -2.134 0.13
H -0.281 2.745 1.790 0.08
H 1.120 1.822 1.203 0.08
H 0.856 3.485 0.656 0.09
H -0.733 -0.092 2.691 0.12
H -2.368 0.465 2.549 0.10
H -1.231 2.618 -0.360 0.11
```

As for the relative energy (zero: lowest compared OMol25 entry of this formula, charge and spin): 0.000 eV. As for the orbital gap (spin up / spin down): 6.44 / 4.33 eV. As for the spin multiplicity: 3. The total charge is +1.



C5H6O in the gas phase. Source: the OMol25 dataset; level of theory: ωB97M-V with the def2-TZVPD basis set.

```
12
Properties=species:S:1:pos:R:3:lowdin_charge:R:1
C -1.601 0.318 -0.070 -0.09
C -0.754 -0.891 -0.476 -0.24
C 0.607 -0.444 -0.721 -0.02
C 1.662 0.154 -0.621 0.03
C 2.321 0.602 0.601 -0.30
O 1.899 1.506 1.284 0.04
H -1.138 0.853 0.766 0.08
H -1.679 0.996 -0.921 0.08
H -2.601 -0.007 0.218 0.07
H -1.181 -1.426 -1.326 0.11
H -0.688 -1.615 0.346 0.12
H 3.153 -0.045 0.920 0.12
```

As for the relative energy (zero: lowest compared OMol25 entry of this formula, charge and spin): 2.495 eV. As for the orbital gap: 10.70 eV. The total charge is 0. As for the structure (SMILES): CCC#CC=O.



3 unconnected molecules or ions with the total composition C2H9NO4. Source: the OMol25 dataset; level of theory: ωB97M-V with the def2-TZVPD basis set.

```
16
Properties=species:S:1:pos:R:3:lowdin_charge:R:1
C -1.983 1.611 0.395 -0.07
N -1.718 0.477 1.265 0.03
C -0.703 -0.405 1.149 -0.62
O 0.243 -0.044 0.208 0.08
O -0.521 -1.332 1.900 0.07
H -1.811 2.553 0.902 0.08
H -3.010 1.495 0.034 0.09
H -1.365 1.550 -0.493 0.08
H -2.509 0.156 1.803 0.14
H 1.053 -0.273 0.691 0.12
H 1.296 0.727 -6.741 0.04
H 0.972 2.148 -6.324 0.03
O 0.566 1.371 -6.727 -0.07
H 2.654 -2.476 2.921 0.03
H 3.171 -1.360 3.794 0.03
O 3.234 -1.706 2.898 -0.06
```

As for the relative energy (zero: lowest compared OMol25 entry of this formula, charge and spin): 0.396 eV. As for the orbital gap: 10.67 eV. The total charge is 0. As for the structure (SMILES): CNC(=O)O.O.O.



C2H3N3O3 in the gas phase. Source: the OMol25 dataset; level of theory: ωB97M-V with the def2-TZVPD basis set.

```
11
Properties=species:S:1:pos:R:3:lowdin_charge:R:1
C 0.512 0.791 -0.833 -0.41
C 0.161 -1.213 -0.365 -0.54
H 0.395 2.729 -1.264 0.22
H -0.647 -1.640 1.800 0.24
H 0.066 0.897 1.385 0.20
N 0.919 -0.405 -1.216 0.23
N -0.924 -0.530 0.129 -0.10
N -0.372 0.796 0.354 0.07
O 1.060 1.884 -1.296 0.10
O 0.337 -2.425 -0.153 0.07
O -1.508 -0.883 1.460 -0.07
```

As for the relative energy (zero: lowest compared OMol25 entry of this formula, charge and spin): 3.072 eV. As for the orbital gap: 9.89 eV. The total charge is 0. As for the structure (SMILES): O=c1nc(O)[nH]n1O.



9 unconnected molecules or ions with the total composition C30H39Cl8N4O2. Source: the OMol25 dataset; level of theory: ωB97M-V with the def2-TZVPD basis set.

```
83
Properties=species:S:1:pos:R:3:lowdin_charge:R:1
C 2.404 -21.775 4.198 -0.01
C 2.125 -21.623 2.722 -0.75
O 1.210 -22.334 2.236 -0.09
O 2.758 -20.782 2.062 -0.07
H 1.881 -22.634 4.642 0.05
H 2.195 -20.870 4.735 0.06
H 3.468 -21.777 4.412 0.06
Cl 0.464 -25.654 0.368 0.55
C 1.893 -25.277 1.378 -0.63
C 1.509 -25.123 2.848 -0.62
Cl 1.045 -26.730 3.603 0.46
H 2.289 -24.380 0.889 0.06
H 2.582 -26.095 1.239 0.05
H 0.662 -24.453 3.007 0.04
H 2.374 -24.790 3.404 0.05
Cl 3.898 -18.218 5.791 0.57
C 3.597 -17.755 4.132 -0.70
C 4.149 -16.397 3.748 -0.59
Cl 5.936 -16.441 3.373 0.48
H 2.546 -17.866 3.851 0.05
H 4.001 -18.525 3.506 0.04
H 4.075 -15.718 4.583 0.06
H 3.683 -16.171 2.818 0.01
Cl 4.612 -22.110 -3.123 0.54
C 3.647 -21.880 -1.688 -0.70
C 3.311 -20.416 -1.343 -0.63
Cl 2.236 -19.666 -2.571 0.50
H 4.203 -22.316 -0.858 0.05
H 2.794 -22.497 -1.881 0.05
H 4.211 -19.792 -1.290 0.07
H 2.803 -20.487 -0.350 0.06
Cl 1.484 -16.377 1.055 0.46
C 0.884 -18.130 1.340 -0.60
C -0.519 -18.271 1.891 -0.63
Cl -0.584 -17.385 3.466 0.49
H 1.651 -18.775 1.835 0.05
H 0.847 -18.530 0.316 0.05
H -0.709 -19.345 2.040 0.05
H -1.211 -17.718 1.205 0.08
N 4.126 -22.228 8.214 0.05
C 4.908 -23.245 7.765 -0.18
C 4.440 -24.295 7.033 -0.10
C 3.061 -24.385 6.764 -0.07
C 2.236 -23.359 7.211 -0.08
C 2.819 -22.280 7.934 -0.14
H 5.934 -23.029 8.062 0.10
H 5.089 -25.177 6.861 0.12
H 2.631 -25.256 6.307 0.09
H 1.172 -23.283 7.019 0.10
H 2.161 -21.452 8.287 0.11
N -1.834 -20.586 0.286 0.06
C -2.585 -20.233 -0.767 -0.14
C -3.024 -21.198 -1.660 -0.09
C -2.634 -22.507 -1.512 -0.10
C -1.872 -22.895 -0.428 -0.07
C -1.467 -21.885 0.407 -0.13
H -2.859 -19.174 -0.797 0.10
H -3.473 -20.971 -2.608 0.09
H -2.889 -23.240 -2.242 0.09
H -1.559 -23.942 -0.298 0.06
H -0.786 -22.030 1.227 0.07
N 5.867 -23.661 3.446 0.06
C 5.716 -23.066 2.247 -0.15
C 5.990 -21.725 2.068 -0.08
C 6.410 -20.926 3.122 -0.07
C 6.439 -21.495 4.396 -0.06
C 6.156 -22.875 4.487 -0.17
H 5.345 -23.559 1.383 0.09
H 5.797 -21.423 1.046 0.09
H 6.569 -19.849 2.981 0.10
H 6.723 -20.863 5.260 0.11
H 6.155 -23.381 5.438 0.06
N -4.251 -21.457 2.971 0.06
C -3.040 -21.436 3.588 -0.16
C -2.365 -22.521 4.075 -0.07
C -2.941 -23.745 3.788 -0.08
C -4.202 -23.809 3.258 -0.09
C -4.811 -22.665 2.763 -0.15
H -2.683 -20.413 3.913 0.12
H -1.481 -22.468 4.642 0.09
H -2.413 -24.614 4.117 0.10
H -4.614 -24.778 3.108 0.09
H -5.839 -22.682 2.397 0.10
```

As for the orbital gap: 8.21 eV. The total charge is -1.



A molecular structure, C3H7NO2P. Source: the OMol25 dataset; level of theory: ωB97M-V with the def2-TZVPD basis set.

```
14
Properties=species:S:1:pos:R:3:lowdin_charge:R:1
C 1.463 -0.366 0.982 -0.26
C 1.141 1.538 -0.570 -0.04
C -2.131 -0.776 -0.054 -0.08
N 1.225 0.011 -0.420 -0.09
O 0.149 -0.300 1.500 -0.14
O -0.397 1.564 -0.314 -0.16
P -0.490 0.055 0.064 0.85
H 1.832 -1.474 1.199 0.18
H 2.269 0.304 1.369 0.14
H 1.788 1.926 0.241 0.13
H 1.442 1.956 -1.624 0.18
H -2.493 -0.931 -1.103 0.09
H -2.816 -0.026 0.600 0.15
H -1.900 -1.731 0.461 0.07
```

As for the relative energy (zero: lowest compared OMol25 entry of this formula, charge and spin): 1.256 eV. As for the orbital gap: 10.71 eV. The total charge is +1.



C5H5F2NS2 in the gas phase. Source: the OMol25 dataset; level of theory: ωB97M-V with the def2-TZVPD basis set.

```
15
Properties=species:S:1:pos:R:3:lowdin_charge:R:1
C 1.853 0.870 -0.054 -0.32
C 0.668 0.976 0.727 -0.66
C -1.447 -0.388 0.562 -0.61
C -2.404 -0.669 -0.626 0.00
C -1.184 0.283 -0.665 -0.60
H 0.922 1.569 1.569 0.07
H -1.995 -0.030 1.481 0.13
H -3.500 -0.491 -0.166 0.16
H -2.211 -1.407 -1.388 0.09
H -0.582 -0.261 -1.383 0.10
N 2.792 0.262 -0.516 0.17
F 1.113 -1.817 -0.864 -0.02
F 0.000 -1.216 -0.336 -0.49
S 0.088 -0.757 1.248 1.07
S -0.533 1.985 -0.334 0.93
```

As for the orbital gap: 6.51 eV. The total charge is 0.



Calculated total energy, respectively: -21305.408, -21668.045, -7326.789, -11900.433, -12730.886, -141979.553, -18089.657, -33844.290 eV.